{
  "formula": "C2H6OSi",
  "method": "wB97M-V/def2-TZVPD",
  "species": ["C", "C", "O", "Si", "H", "H", "H", "H", "H", "H"],
  "coordinates": [[-2.064, 0.272, -0.366], [1.007, -0.986, -0.104], [-2.851, -0.415, 0.262], [-0.188, 0.502, -0.001], [-2.466, 0.563, -1.289], [1.920, -0.318, -0.162], [1.180, -1.748, 0.699], [1.035, -1.447, -1.100], [0.381, 0.875, 1.539], [0.192, 1.711, -0.803]],
  "atomic_forces_ev_per_a": [[-0.2920, -1.9789, 1.5869], [0.9948, 0.8248, -1.1980], [0.6915, 0.3286, 0.5457], [1.6411, 0.2625, 3.0730], [-0.2381, 1.3469, -2.0389], [-0.4794, -0.7877, 0.3800], [-0.6748, 0.9990, -0.6260], [-0.2200, -0.2958, 0.3026], [-1.4979, -0.1152, -1.8860], [0.0749, -0.5842, -0.1394]],
  "nbo_charge": [0.053, -1.072, -0.488, 0.963, 0.125, 0.238, 0.265, 0.231, -0.152, -0.163],
  "fmax_ev_per_a": 3.5,
  "de_lowest_kcal_mol": 58.0
}